# 1
Computed, not measured: a molecular structure, C46H59F4MoN5O2 in a non-equilibrium geometry, with wB97M-V/def2-TZVPD.

Structure (XYZ):
```
117
Properties=species:S:1:pos:R:3:forces:R:3
Mo 0.01348 -0.12262 1.54644 -0.81 -0.53 3.32
C -4.15912 1.31798 2.60324 0.28 -0.16 -0.11
C -2.70142 1.20408 2.16144 -0.16 0.70 0.10
N -2.21262 -0.15812 1.81854 -0.08 -0.06 -0.08
C -3.02782 -0.75832 0.73564 -0.12 -0.17 -0.63
C -3.15122 0.10578 -0.51006 0.05 -0.04 0.19
C -2.30612 -1.05962 2.97824 0.23 -0.49 0.57
C -1.38042 -0.61632 4.10194 -0.77 -0.27 0.12
N -0.14882 -0.03552 3.57244 -0.08 -0.40 -0.99
C 0.61638 0.57348 4.55264 1.03 0.77 0.95
C 1.61448 1.50858 4.21544 0.01 0.10 -0.10
F 1.82988 1.78458 2.90064 -0.02 0.04 0.55
C 2.36998 2.21318 5.14104 -0.19 -0.25 0.05
F 3.27928 3.07428 4.68794 -0.06 -0.01 -0.02
C 2.18168 2.03678 6.50074 -0.22 -0.22 -0.28
C 1.22768 1.10858 6.87884 0.07 0.17 -0.35
F 0.99568 0.88078 8.16314 0.02 -0.03 0.01
C 0.47928 0.38958 5.95064 0.05 -0.03 -0.06
F -0.36922 -0.50912 6.47504 0.11 0.06 -0.03
H -4.36152 2.36498 2.81544 -0.01 0.07 0.01
H -4.36042 0.75928 3.51314 -0.08 -0.04 0.06
H -4.84982 1.00268 1.82604 -0.11 -0.04 -0.02
H -2.05802 1.60208 2.95544 -0.03 -0.07 -0.26
H -2.55332 1.82168 1.26974 0.08 -0.06 0.21
H -4.03282 -0.97792 1.11914 0.23 -0.05 0.05
H -2.55932 -1.71222 0.46844 -0.13 0.10 0.17
H -3.85142 0.92218 -0.36736 -0.09 0.12 -0.03
H -3.52322 -0.51402 -1.31996 -0.06 -0.03 -0.13
H -2.19262 0.52198 -0.81486 -0.03 0.03 -0.05
H -2.01522 -2.06002 2.64374 -0.17 0.29 -0.02
H -3.33092 -1.13242 3.35934 0.12 0.05 -0.16
H -1.17292 -1.49252 4.72904 -0.11 0.24 -0.18
H -1.88692 0.12488 4.73654 0.12 -0.14 -0.09
H 2.74418 2.59568 7.23194 0.07 0.01 0.04
C 0.08458 -4.47962 -4.69196 -0.07 0.19 0.06
C -0.96472 -3.46702 -4.20596 -0.07 -0.12 -0.29
C -2.35752 -4.11992 -4.23346 0.17 0.15 0.05
C -0.97972 -2.27902 -5.17086 0.03 -0.19 0.17
C -0.63332 -3.05772 -2.78606 0.07 0.65 0.01
C -0.36952 -1.74302 -2.43686 -0.07 -0.23 -0.40
C -0.11882 -1.40572 -1.10916 -0.04 -0.34 0.69
N 0.11818 -0.18102 -0.56746 0.07 -0.41 -0.92
C 0.31948 1.02488 -1.16106 -0.09 0.93 0.49
C 0.65198 1.33528 -2.47796 0.01 0.01 -0.08
C 0.76728 2.66298 -2.87036 -0.05 -0.21 0.19
C 0.50138 3.65778 -1.92066 0.04 -0.35 0.03
C 0.22528 3.42068 -0.57386 -0.05 -0.34 0.66
C 0.18868 2.07928 -0.17126 0.27 0.25 -3.16
O 0.04778 1.56628 1.04124 -0.20 2.41 0.59
C -0.01672 4.61708 0.33424 -0.03 0.20 0.09
C 1.22058 5.52618 0.33294 -0.14 -0.14 0.02
C -0.31462 4.21918 1.77894 0.11 0.05 -0.17
C -1.22612 5.38758 -0.22106 0.13 -0.13 0.08
C 1.16928 3.06108 -4.27826 0.07 0.09 -0.30
C 2.42198 3.95048 -4.21476 -0.16 -0.19 0.03
C 0.02178 3.85198 -4.92526 0.11 -0.15 0.08
C 1.48568 1.85588 -5.16946 -0.07 0.16 0.18
C -0.19632 -2.41022 -0.07576 -0.08 -0.32 -2.33
O -0.08952 -1.89402 1.14924 -0.10 -1.92 0.57
C -0.40352 -3.75462 -0.42636 0.05 0.14 0.54
C -0.60662 -4.03032 -1.77526 0.04 0.18 0.32
C -0.44362 -4.85572 0.62654 0.01 -0.03 0.20
C 0.87308 -4.83252 1.41224 -0.04 0.04 -0.07
C -1.61422 -4.59762 1.58534 0.14 0.07 -0.04
C -0.63082 -6.24702 0.02014 0.05 0.24 0.05
H -0.12512 -4.74462 -5.72516 0.00 -0.07 -0.08
H 0.07428 -5.38982 -4.09986 0.01 -0.15 0.06
H 1.08228 -4.04882 -4.64236 0.13 0.01 -0.04
H -2.61062 -4.38452 -5.25646 -0.04 -0.06 -0.10
H -3.11122 -3.42712 -3.86576 -0.13 0.06 0.04
H -2.39702 -5.02402 -3.63366 -0.02 -0.14 0.08
H -1.22802 -2.63442 -6.16756 -0.01 -0.01 -0.08
H -0.00502 -1.79862 -5.22736 0.11 0.11 -0.02
H -1.73242 -1.54672 -4.88676 -0.08 0.15 0.01
H -0.40242 -0.96722 -3.17956 -0.02 0.04 -0.10
H 0.86448 0.54378 -3.17276 0.02 -0.08 -0.12
H 0.54508 4.68538 -2.23946 0.01 0.14 -0.04
H 2.07578 5.01678 0.77134 0.13 -0.05 0.04
H 1.01558 6.41418 0.92354 -0.01 0.12 0.09
H 1.48788 5.84958 -0.66716 0.07 0.07 -0.15
H 0.50238 3.63878 2.19764 0.02 -0.03 0.14
H -1.23842 3.65038 1.83954 -0.11 -0.09 0.11
H -0.43032 5.11678 2.37984 -0.05 0.11 0.04
H -1.00362 5.84558 -1.17896 -0.01 0.08 -0.16
H -1.50142 6.17718 0.47084 -0.05 0.14 0.08
H -2.08132 4.72658 -0.35066 -0.12 -0.04 0.01
H 2.24528 4.85458 -3.64106 0.02 0.16 0.08
H 2.70698 4.24228 -5.22176 0.05 0.05 -0.09
H 3.25258 3.40938 -3.76726 0.14 -0.02 0.06
H -0.19212 4.76888 -4.38646 -0.07 0.17 0.09
H -0.88512 3.25458 -4.96856 -0.15 -0.06 -0.01
H 0.29918 4.11968 -5.94026 0.02 0.06 -0.14
H 2.29848 1.25568 -4.76286 0.06 -0.09 0.02
H 1.80248 2.21488 -6.14546 0.01 0.01 -0.07
H 0.60818 1.22918 -5.32236 -0.07 -0.12 -0.01
H -0.79262 -5.05162 -2.05826 0.00 -0.13 0.00
H 1.04408 -3.85442 1.86334 0.03 -0.06 0.05
H 1.71078 -5.06422 0.75874 0.13 -0.03 -0.05
H 0.84068 -5.57592 2.20344 0.03 -0.09 0.12
H -1.38982 -3.75692 2.23914 -0.06 -0.03 0.02
H -1.77712 -5.46882 2.21314 -0.02 -0.09 0.10
H -2.53212 -4.39992 1.03434 -0.13 0.02 0.00
H 0.16348 -6.49212 -0.67866 0.09 -0.07 -0.15
H -1.59322 -6.33252 -0.47676 -0.12 -0.08 -0.12
H -0.60672 -6.98622 0.81564 0.00 -0.06 0.09
N 7.44658 -0.57692 2.13154 0.43 -0.02 0.05
C 6.31238 -0.54572 1.98324 0.25 0.01 0.03
C 4.90868 -0.50432 1.80524 -1.29 -0.01 -0.10
C 4.31898 0.35948 0.87704 0.21 -0.27 0.22
C 2.94808 0.37378 0.75464 -0.22 0.16 -0.21
N 2.12528 -0.39342 1.49354 1.44 -0.15 -0.02
C 2.70258 -1.24422 2.36294 -0.35 -0.15 0.24
C 4.06168 -1.33032 2.55594 0.38 0.23 -0.23
H 4.92958 1.00848 0.26874 -0.02 0.05 -0.06
H 2.48378 1.04348 0.03924 0.05 -0.04 0.09
H 2.02738 -1.86912 2.93934 0.07 0.08 -0.03
H 4.47278 -2.01262 3.28324 -0.05 -0.09 0.04
```
Positions in Å, forces in eV/Å.

As for the total charge: +2. The highest occupied orbital energy (spin up / spin down) is -0.4794 / -0.5025 hartree. The value obtained for the gap between HOMO and LUMO (spin up / spin down) is 5.8 / 5.3 eV. As for the multiplicity: 3. Its LUMO energy (spin up / spin down) is -0.265 / -0.307 Ha. Its expectation value of S² is 2.050.

---

# 2
Computed, not measured: a molecular structure, C46H61HgN6O4S2Si in a non-equilibrium geometry, with wB97M-V/def2-TZVPD.

Structure (XYZ):
```
121
Properties=species:S:1:pos:R:3:forces:R:3
Hg -1.80092 -0.92262 0.94479 -0.26 0.22 0.90
C 2.33468 -2.37293 3.89781 0.30 0.21 0.15
O 1.09950 -3.04033 4.13859 -0.09 -0.06 0.05
C 0.15161 -2.32113 3.41699 0.12 0.16 0.09
N 0.58319 -1.22384 2.88130 -0.10 -0.08 0.03
C 1.86973 -0.97625 3.51746 -0.03 -0.04 0.14
C 2.81357 -0.09006 2.75677 -0.01 0.02 0.02
C 4.17976 -0.33968 2.69335 0.01 0.06 0.03
C 5.04512 0.58615 2.12017 0.00 0.01 0.00
C 4.54954 1.77552 1.60895 0.01 0.01 -0.02
C 3.18113 2.02190 1.65024 0.02 0.01 -0.01
C 2.31985 1.09607 2.21404 -0.03 -0.03 -0.07
C -1.20084 -2.77561 3.45605 -0.16 -0.09 -0.13
C -1.64533 -3.62303 4.44653 0.17 0.03 -0.01
C -2.96274 -3.45051 4.94093 -0.19 -0.12 -0.16
C -3.55675 -2.21141 4.66556 0.03 0.07 0.13
C -3.02314 -1.43215 3.65042 -0.03 -0.05 -0.10
N -2.20061 -2.10926 2.69308 0.07 0.29 0.37
C -3.13858 -0.02483 3.57201 -0.03 -0.13 0.02
N -2.53918 0.72614 2.69664 0.09 -0.04 -0.08
C -2.74560 2.11539 3.04261 0.01 -0.10 0.00
C -3.86805 2.03711 4.10143 -0.04 0.08 -0.05
O -3.93613 0.66161 4.47276 0.07 0.03 0.08
C -1.45455 2.70873 3.56774 0.03 0.01 -0.05
C -0.85364 3.79180 2.94095 -0.01 0.05 0.04
C 0.34415 4.31626 3.41685 0.01 0.01 0.01
C 0.95598 3.75374 4.52541 0.00 -0.03 -0.01
C 0.37555 2.64817 5.14086 0.00 0.00 0.01
C -0.81477 2.12678 4.66241 0.01 -0.02 -0.02
H 2.85645 -2.86091 3.06520 -0.30 0.50 0.82
H 2.94814 -2.41901 4.79924 -0.08 0.03 0.14
H 1.65972 -0.42401 4.45584 0.03 0.01 -0.01
H 4.57962 -1.25978 3.10389 -0.01 -0.02 0.00
H 6.10804 0.37651 2.08011 0.00 0.00 -0.01
H 5.22218 2.50150 1.16689 0.00 0.00 -0.01
H 2.78329 2.94611 1.24864 -0.02 0.00 -0.03
H 1.25132 1.27752 2.24872 -0.01 0.00 0.01
H -0.94403 -4.26955 4.96476 0.01 0.05 0.06
H -3.34878 -4.09224 5.72388 0.02 0.03 0.05
H -4.31822 -1.79956 5.32135 0.00 -0.01 0.03
H -3.06151 2.68521 2.16387 0.01 0.01 -0.01
H -4.83397 2.34449 3.68892 0.00 -0.02 -0.02
H -3.65251 2.63255 4.99175 -0.02 -0.02 0.01
H -1.31869 4.20827 2.05503 -0.02 0.01 -0.01
H 0.80454 5.15707 2.91012 0.00 0.00 -0.01
H 1.89499 4.15000 4.89282 0.01 0.00 -0.01
H 0.86594 2.17981 5.98619 0.00 0.00 0.00
H -1.23854 1.23469 5.11109 -0.02 0.00 0.00
N -4.97623 -1.88403 -2.17992 0.03 0.06 0.04
C -3.84980 -1.56446 -1.37132 -0.15 0.10 0.10
S -4.13081 -0.36227 -0.14850 -0.30 0.24 -0.28
N -2.78448 -2.21985 -1.63157 0.10 -0.12 -0.37
N -1.58554 -1.94194 -0.96907 0.09 -0.04 -0.49
C -1.03242 -3.10275 -0.55876 0.20 -0.71 -0.08
C 0.26164 -3.30840 -0.03695 0.07 -0.03 0.07
C 0.50024 -4.47698 0.74434 -0.04 0.04 -0.03
C 1.67054 -4.68651 1.43315 0.14 -0.05 -0.07
C 2.70328 -3.74303 1.37871 -0.04 -0.45 -0.80
C 2.54254 -2.63664 0.54472 0.02 0.01 -0.19
C 1.38399 -2.44330 -0.17864 0.07 -0.17 -0.17
O 1.34798 -1.44900 -1.14339 -0.01 0.23 0.17
H -5.82491 -1.71567 -1.65687 0.03 -0.06 0.02
H -4.91470 -2.84504 -2.49549 0.04 0.02 -0.04
H -1.68294 -3.97685 -0.56423 0.01 0.01 -0.01
H -0.30754 -5.19648 0.82151 -0.02 0.03 0.07
H 1.78297 -5.57973 2.03754 -0.03 0.03 0.03
H 3.60812 -3.86744 1.96035 0.09 -0.23 -0.36
H 3.33766 -1.90576 0.44581 0.00 -0.02 -0.05
C -1.04522 5.31597 -1.06618 0.01 0.03 -0.03
C -1.73111 4.91966 -2.37308 -0.02 -0.04 0.08
C -1.39749 3.50368 -2.83239 0.00 -0.17 -0.04
S -2.15766 2.10747 -1.91928 0.03 0.33 0.18
O -2.01600 2.44756 -0.47282 -0.03 0.04 -0.07
C -3.88601 2.46488 -2.34831 0.02 0.01 0.06
C -4.24917 2.27292 -3.81668 0.06 -0.04 0.01
C -4.03951 0.84706 -4.31887 -0.06 0.05 0.00
H -1.42505 6.27447 -0.70505 0.03 0.02 -0.02
H 0.03362 5.41365 -1.21146 0.01 -0.03 0.01
H -1.21940 4.55834 -0.30686 -0.01 -0.01 0.02
H -1.41911 5.60757 -3.16618 -0.07 0.01 -0.02
H -2.81228 5.03808 -2.27304 0.00 0.00 -0.01
H -0.32418 3.32811 -2.74315 0.06 -0.05 -0.04
H -1.68042 3.34037 -3.87521 0.11 0.01 -0.03
H -4.09446 3.47868 -2.00157 0.00 -0.02 0.04
H -4.42212 1.76264 -1.70519 -0.01 -0.05 -0.02
H -3.68753 2.97540 -4.44188 -0.05 0.03 0.01
H -5.30409 2.54336 -3.92659 0.01 0.03 -0.02
H -3.00511 0.52955 -4.19507 0.07 -0.05 0.00
H -4.29253 0.77144 -5.37971 0.00 -0.01 0.02
H -4.65674 0.14230 -3.76164 0.04 -0.06 0.04
C 3.51261 -2.76982 -2.59247 -0.03 0.00 0.12
Si 2.18092 -1.43925 -2.56515 0.16 -0.28 -0.20
C 1.04284 -1.82679 -4.04274 -0.10 0.04 0.00
C 0.11539 -0.65705 -4.38390 -0.01 0.06 0.04
C 1.85807 -2.20342 -5.28786 0.01 0.05 0.04
C 0.15827 -3.02116 -3.65796 0.06 0.00 0.07
C 3.01567 0.26493 -2.63679 0.01 0.10 -0.04
C 2.01090 1.35379 -2.24852 -0.04 0.00 0.07
C 3.60434 0.58856 -4.01398 -0.04 -0.04 0.03
C 4.15546 0.27519 -1.61300 -0.07 -0.07 0.05
H 4.14213 -2.68453 -3.48201 -0.02 0.03 -0.03
H 4.15157 -2.71955 -1.71218 0.02 0.00 0.03
H 3.05192 -3.76054 -2.59156 -0.01 -0.01 -0.02
H 0.65811 0.18452 -4.82406 0.00 0.01 0.01
H -0.41292 -0.30374 -3.49540 -0.09 -0.01 0.00
H -0.63551 -0.98167 -5.11391 -0.03 0.00 0.00
H 2.57988 -1.43299 -5.56799 0.01 0.01 -0.03
H 1.17836 -2.34364 -6.13727 -0.01 -0.03 0.00
H 2.40470 -3.13700 -5.14141 0.00 -0.02 0.00
H -0.52276 -2.76138 -2.84780 0.03 -0.01 -0.15
H 0.74975 -3.88199 -3.33287 0.01 -0.02 -0.01
H -0.43905 -3.33075 -4.52454 0.00 0.00 -0.01
H 1.17138 1.38737 -2.94321 -0.03 0.07 -0.03
H 2.49961 2.33606 -2.25143 0.02 0.04 -0.01
H 1.60377 1.18214 -1.25085 -0.01 -0.02 0.02
H 2.82795 0.70349 -4.77241 0.00 -0.01 -0.02
H 4.29912 -0.18482 -4.35437 0.02 0.01 0.00
H 4.15853 1.53402 -3.96236 0.01 0.01 -0.01
H 3.78405 0.09103 -0.60271 0.02 0.00 0.00
H 4.64051 1.25714 -1.60914 0.03 0.06 0.03
H 4.91594 -0.47558 -1.84236 0.02 0.02 0.00
```
Positions in Å, forces in eV/Å.

For the relative energy (zero: lowest compared OMol25 entry of this formula, charge and spin), the calculation gives 72.0 kcal per mole. As for the total charge: -2. The highest occupied orbital energy (spin up / spin down) is 0.0139 / 0.0127 hartree. The value obtained for the gap between HOMO and LUMO (spin up / spin down) is 3.5 / 3.5 eV. As for the multiplicity: 2. Its LUMO energy (spin up / spin down) is 0.142 / 0.142 Ha. Its expectation value of S² is 0.777.